# 1
{
  "formula": "H20O10",
  "method": "ωB97M-V/def2-TZVPD",
  "symbols": ["O", "H", "H", "O", "H", "H", "O", "H", "H", "O", "H", "H", "O", "H", "H", "O", "H", "H", "O", "H", "H", "O", "H", "H", "O", "H", "H", "O", "H", "H"],
  "xyz": [[-1.809201, 0.109974, -1.705049], [-1.224401, -0.321676, -2.327869], [-2.688861, -0.074796, -2.034119], [1.085409, 1.867944, 0.394301], [0.369509, 2.338704, 0.821051], [1.670099, 2.556394, 0.077421], [1.567749, -2.236376, -1.308849], [1.083409, -1.618056, -0.761739], [0.954049, -2.955346, -1.459459], [-0.054641, -0.680396, 0.153241], [-0.740361, -0.369156, -0.437649], [0.330219, 0.117564, 0.515691], [2.300569, 0.767744, -1.966509], [1.770229, 0.411674, -2.679379], [1.664119, 1.026384, -1.299979], [-1.899951, 2.863824, -1.620569], [-2.051211, 3.112544, -0.708709], [-1.943921, 1.907634, -1.618959], [-0.922131, -2.662726, 1.883501], [-0.322341, -2.957416, 2.568801], [-0.399311, -2.066926, 1.346921], [-3.353481, -1.797166, 0.516501], [-2.787391, -1.699926, -0.249209], [-4.115471, -1.251316, 0.322481], [-0.039281, 0.096734, 3.105821], [0.119779, 1.021224, 3.296191], [0.695599, -0.362016, 3.512931], [3.775189, 0.618074, 0.612221], [3.877619, 1.238844, -0.109149], [3.088409, 0.998024, 1.160121]],
  "forces_ev_per_a": [[-0.230, -0.105, -0.142], [0.359, -0.104, -0.437], [-0.435, -0.085, -0.062], [-0.010, 0.051, 0.287], [-0.311, 0.174, 0.074], [0.239, 0.293, -0.196], [0.465, -0.470, -0.813], [-0.214, 0.398, 0.468], [-0.062, -0.282, 0.056], [0.243, -0.188, 0.077], [-0.485, 0.052, 0.078], [0.316, 0.111, 0.342], [0.230, 0.353, -0.202], [0.062, -0.210, -0.204], [-0.263, -0.155, 0.222], [0.032, 0.582, -0.034], [-0.127, 0.176, 0.157], [0.179, -0.384, -0.052], [-0.152, -0.598, 0.296], [0.064, -0.175, 0.152], [0.050, 0.520, -0.268], [-0.186, -0.033, 0.053], [0.290, -0.078, -0.038], [-0.285, 0.127, 0.007], [-0.163, 0.137, -0.239], [0.058, 0.231, 0.206], [0.199, -0.193, 0.118], [0.271, -0.070, 0.352], [0.078, -0.062, -0.406], [-0.212, -0.013, 0.149]],
  "max_force_ha_per_bohr": 0.0204,
  "e_tot_ev": -20799.212,
  "gap_ev": 9.85,
  "relative_energy_kj_mol": 328.1,
  "homo_ev": -10.3,
  "smiles": "O.O.O.O.O.O.O.O.O.O"
}

=====

# 2
{
  "formula": "H20O10",
  "method": "ωB97M-V/def2-TZVPD",
  "symbols": ["O", "H", "H", "O", "H", "H", "O", "H", "H", "O", "H", "H", "O", "H", "H", "O", "H", "H", "O", "H", "H", "O", "H", "H", "O", "H", "H", "O", "H", "H"],
  "xyz": [[-1.263115, -2.285628, 2.768489], [-0.756701, -2.391592, 1.960774], [-0.923198, -1.556897, 3.279307], [-0.332523, 0.603386, 2.258676], [-0.861529, 0.574904, 3.097278], [0.479355, 0.361913, 2.778403], [0.962501, 0.171953, -3.867573], [0.372887, 0.697853, -3.328266], [0.311803, -0.114240, -4.512850], [-3.504696, -0.317846, 0.952831], [-3.782328, -0.767390, 1.749200], [-4.330290, 0.183577, 0.775684], [-0.992018, -1.372509, -2.184516], [-0.741825, -0.984864, -1.327041], [-0.149557, -1.701821, -2.528076], [-0.527356, 1.204340, -0.409419], [-0.776892, 0.803641, 0.461570], [0.367438, 1.528939, -0.423197], [0.353090, -1.397972, 0.209052], [1.069729, -1.454281, -0.416283], [0.396019, -0.545907, 0.648313], [2.864401, 1.632743, 1.267102], [3.462544, 0.922002, 1.051696], [3.410302, 2.407703, 1.177814], [3.456973, -1.014472, -0.388343], [3.895889, -0.910612, -1.248164], [4.082105, -1.554526, 0.148211], [-2.235366, 2.813450, -1.326840], [-1.422536, 2.311622, -1.069709], [-2.885106, 2.152532, -1.554124]],
  "forces_ev_per_a": [[-0.763, -0.721, 0.382], [0.300, 0.429, -0.208], [0.371, 0.108, -0.256], [0.794, -0.638, 3.387], [-0.683, 0.441, -1.561], [0.046, 0.461, -1.581], [-0.071, 0.036, -0.244], [-0.028, 0.314, 0.721], [0.148, -0.400, -0.435], [-1.142, 0.799, -0.152], [0.392, -0.602, 0.446], [0.895, -0.182, -0.289], [0.212, 0.027, -0.167], [-0.302, -0.224, -0.245], [-0.297, 0.126, -0.028], [-0.373, -0.987, 0.295], [0.449, 1.027, -0.874], [0.614, 0.002, 0.668], [-0.473, -0.606, 0.708], [0.692, 0.164, -0.076], [0.356, -0.079, -0.076], [-0.456, -0.053, 0.181], [0.134, -0.642, -0.318], [0.143, 0.607, 0.020], [0.873, -0.426, 0.360], [-0.195, -0.025, 0.301], [-0.710, 0.466, -0.644], [0.320, 0.675, -0.159], [-1.148, 0.206, -0.070], [-0.098, -0.304, -0.086]],
  "max_force_ha_per_bohr": 0.0688,
  "e_tot_ev": -20799.169,
  "gap_ev": 9.77,
  "relative_energy_kj_mol": 332.3,
  "homo_ev": -9.9,
  "smiles": "O.O.O.O.O.O.O.O.O.O"
}

=====

# 3
{
  "formula": "H20O10",
  "method": "ωB97M-V/def2-TZVPD",
  "symbols": ["H", "H", "H", "H", "H", "H", "H", "H", "H", "H", "H", "H", "H", "H", "H", "H", "H", "H", "H", "H", "O", "O", "O", "O", "O", "O", "O", "O", "O", "O"],
  "xyz": [[0.103922, -0.305255, -1.100672], [0.744075, -0.470089, 0.267931], [-2.112471, -1.990967, 3.129447], [-1.129891, -3.068900, 2.702084], [-1.066547, 1.281454, 0.934792], [-2.102112, 2.243688, 0.376444], [0.150731, -0.145091, 3.558548], [0.246266, 1.041133, 2.613145], [0.835815, 4.360881, -0.971829], [-0.604576, 3.954872, -1.237298], [3.938921, -3.403194, 0.077663], [4.398940, -1.954695, 0.060990], [1.748852, -1.587212, -4.843083], [1.091000, -0.506045, -4.001448], [-0.422626, -2.566691, -2.076978], [0.126903, -1.326566, -2.762653], [-1.675504, 1.630021, -3.213359], [-1.081853, 1.679688, -1.815090], [-1.424813, 0.118618, 5.083081], [-1.548607, 0.546499, 3.629935], [-0.106206, -0.319134, -0.160117], [-1.414990, -2.173036, 2.489633], [-1.771014, 1.880872, 1.205739], [-0.185847, 0.186020, 2.718268], [0.268845, 3.967447, -1.644692], [3.860443, -2.575270, 0.564873], [0.937467, -1.072746, -4.765822], [0.333076, -2.251245, -2.585308], [-0.929056, 1.983915, -2.716805], [-1.209142, 0.841029, 4.482581]],
  "forces_ev_per_a": [[0.094, -0.028, 0.193], [-0.117, -0.140, 0.230], [-0.028, -0.022, -0.126], [-0.029, 0.018, -0.059], [-0.023, -0.469, -0.105], [-0.085, -0.004, 0.192], [0.050, 0.123, -0.365], [-0.067, 0.051, 0.229], [-0.021, 0.058, -0.037], [0.079, 0.039, -0.173], [-0.069, 0.050, 0.067], [-0.047, -0.032, 0.082], [-0.154, -0.048, 0.055], [0.246, 0.176, -0.424], [0.093, -0.045, 0.161], [-0.241, -0.517, -0.259], [-0.006, -0.015, -0.064], [0.133, -0.004, 0.035], [-0.201, 0.276, 0.293], [-0.029, 0.331, -0.036], [-0.044, 0.357, -0.287], [-0.115, -0.353, 0.240], [-0.058, 0.376, -0.233], [2.366, -0.894, -2.984], [0.253, 0.286, 0.458], [0.098, 0.010, -0.150], [0.263, 0.523, -0.433], [-0.228, -0.068, 0.662], [-0.372, -0.524, -0.133], [-1.740, 0.490, 2.973]],
  "max_force_ha_per_bohr": 0.0761,
  "e_tot_ev": -20797.591,
  "gap_ev": 9.99,
  "relative_energy_kj_mol": 484.5,
  "homo_ev": -9.8,
  "smiles": "O.O.O.O.O.O.O.O.O.O"
}

=====

# 4
{
  "formula": "H20O10",
  "method": "ωB97M-V/def2-TZVPD",
  "symbols": ["O", "H", "H", "O", "H", "H", "O", "H", "H", "O", "H", "H", "O", "H", "H", "O", "H", "H", "O", "H", "H", "O", "H", "H", "O", "H", "H", "O", "H", "H"],
  "xyz": [[0.401030, 2.374370, 1.706486], [1.281000, 2.071374, 1.443351], [0.396289, 2.104910, 2.636844], [1.519878, 2.785086, -1.416420], [1.078881, 1.935324, -1.199419], [0.839675, 3.452818, -1.239884], [3.581468, -0.997776, -0.784628], [3.046687, -1.558091, -1.371890], [3.762850, -1.674334, -0.107450], [-3.274940, -0.802202, 3.134807], [-3.696372, -1.349548, 2.462650], [-2.906639, -0.076936, 2.609439], [0.773758, -2.379301, -0.915645], [0.701972, -1.448957, -1.221714], [0.382843, -2.189666, -0.055283], [-2.192672, 1.372895, 1.288751], [-1.302869, 1.660311, 1.537947], [-2.258542, 1.146691, 0.359097], [-0.917902, -0.524178, -3.576016], [-0.490560, -1.312782, -3.974635], [-0.565967, 0.106983, -4.217600], [0.308000, -0.606947, 1.969092], [-0.525925, -0.162333, 1.802723], [0.700136, -1.062010, 1.230531], [-1.340933, -1.356598, 0.135719], [-2.138382, -0.967485, 0.544637], [-1.569183, -1.572282, -0.777416], [1.290262, 0.216762, -0.959124], [0.859400, 0.689348, -0.238774], [2.256756, 0.124554, -0.806175]],
  "forces_ev_per_a": [[0.293, -0.138, 0.425], [-0.074, 0.163, -0.240], [-0.075, 0.126, -0.001], [-0.834, 0.168, 0.449], [0.658, 0.782, -0.907], [0.359, -0.048, -0.100], [0.171, -1.184, 0.059], [-0.017, 0.262, -0.177], [0.155, 0.674, 0.073], [0.065, 0.003, -0.451], [-0.101, -0.147, 0.257], [-0.059, 0.249, 0.185], [0.119, 0.551, -0.157], [0.389, -0.411, -0.435], [-0.199, -1.006, 0.122], [-0.773, -0.516, 0.753], [0.198, 0.293, -0.841], [0.531, 0.328, -0.137], [0.861, -0.768, -1.049], [-0.582, 0.109, 0.797], [-0.304, 0.608, 0.364], [0.989, 0.564, 1.907], [0.162, -0.603, -0.752], [-0.551, 0.250, -0.438], [-1.289, 0.389, -0.108], [0.521, -0.451, -0.278], [-0.087, -0.004, 0.014], [-0.412, 0.247, -0.271], [0.263, -0.591, 0.495], [-0.374, 0.101, 0.443]],
  "max_force_ha_per_bohr": 0.0432,
  "e_tot_ev": -20799.152,
  "gap_ev": 11.21,
  "relative_energy_kj_mol": 333.9,
  "homo_ev": -11.2,
  "smiles": "O.O.O.O.O.O.O.O.O.O"
}